Entry 1:
{
  "formula": "C11H10BF4N2O3",
  "method": "ωB97M-V/def2-TZVPD",
  "species": ["N", "C", "C", "C", "C", "C", "C", "C", "C", "C", "O", "C", "O", "N", "C", "O", "H", "H", "H", "H", "H", "H", "H", "H", "H", "H", "B", "F", "F", "F", "F"],
  "xyz": [[-2.8031, 2.1813, 1.4224], [-1.7857, 2.2582, 0.3382], [-1.1633, 0.9283, -0.0601], [-1.1306, 0.6603, -1.4094], [-0.5531, -0.4861, -1.9035], [-0.0610, -1.3562, -0.9892], [-0.0795, -1.1172, 0.3775], [-0.6222, 0.0467, 0.8609], [-0.5716, 0.2927, 2.3575], [0.8307, 0.8237, 2.7148], [1.1989, 1.0209, 3.8469], [0.5617, -2.2897, 1.0960], [1.1011, -2.3445, 2.1686], [0.4361, -3.3677, 0.1426], [0.6036, -2.7271, -1.1477], [1.1827, -3.1484, -2.1057], [-2.3602, 2.5423, 2.2613], [-3.5209, 2.8734, 1.2345], [-2.2940, 2.6650, -0.5404], [-1.0157, 2.9939, 0.6072], [-1.5462, 1.3844, -2.1012], [-0.4824, -0.7156, -2.9574], [-1.3524, 0.9469, 2.7302], [-0.6774, -0.6722, 2.8623], [1.5150, 1.0299, 1.8622], [-0.4666, -3.8254, 0.1811], [3.0171, -0.1216, -2.7713], [1.8745, -0.4475, -3.5422], [2.5959, 0.5052, -1.5717], [3.7293, -1.2925, -2.4631], [3.8394, 0.7587, -3.5014]],
  "forces_ev_per_a": [[0.311, 0.387, 0.016], [-0.354, 0.154, 0.154], [-0.581, 1.158, 0.386], [-0.054, 0.191, -0.616], [0.002, -0.114, -0.898], [1.192, -1.846, 0.783], [0.426, 0.046, -0.045], [-0.206, 0.122, 1.251], [0.855, -0.197, -0.505], [-0.114, 0.108, 0.505], [-0.255, -0.031, -0.323], [-0.946, 0.578, -0.428], [-0.578, -0.096, -0.492], [1.532, -0.795, 0.177], [-0.575, 1.225, -1.210], [-0.721, -0.374, 0.875], [-0.173, -0.180, 0.139], [-0.076, -0.147, -0.140], [0.182, -0.088, 0.015], [0.108, -0.216, -0.129], [-0.026, -0.021, 0.034], [0.049, 0.156, 0.003], [0.131, 0.013, 0.000], [0.047, 0.198, 0.149], [-0.187, -0.136, 0.060], [0.101, -0.203, 0.199], [0.149, -0.051, -0.066], [-0.009, 0.084, -0.006], [-0.091, -0.008, 0.040], [-0.059, 0.075, 0.027], [-0.081, 0.006, 0.049]],
  "gap_ev": 9.50,
  "energy_ha": -1185.0260,
  "charge": -1,
  "de_lowest_kcal_mol": 7.8
}

Entry 2:
{
  "formula": "C11H10BrNORe",
  "method": "ωB97M-V/def2-TZVPD",
  "species": ["C", "C", "C", "H", "C", "C", "H", "H", "H", "H", "Re", "Br", "C", "C", "C", "H", "C", "C", "H", "H", "H", "H", "O", "C", "N"],
  "xyz": [[1.2888, -1.0200, -0.7674], [2.3825, -0.1145, -0.8599], [2.8858, 0.1130, 0.4514], [2.8519, 0.2658, -1.7576], [2.0050, -0.5237, 1.3899], [1.0517, -1.2929, 0.6261], [0.3482, -1.9737, 1.0597], [0.8082, -1.4911, -1.6069], [3.8140, 0.6225, 0.7210], [2.1203, -0.5085, 2.4766], [0.7596, 0.7497, 0.2310], [-1.1966, 2.3680, 0.2853], [-2.8731, 0.2675, -0.0320], [-2.6354, -0.9891, 0.5921], [-2.0992, -1.8648, -0.3859], [-2.9843, -1.2726, 1.5823], [-1.9214, -1.1235, -1.6024], [-2.3790, 0.1874, -1.3825], [-2.4448, 0.9794, -2.1168], [-3.4682, 1.0649, 0.3917], [-2.0328, -2.9519, -0.2979], [-1.6719, -1.5584, -2.5696], [1.9662, 4.4395, 1.6049], [1.8145, 3.3554, 1.2032], [1.6101, 2.2715, 0.7637]],
  "forces_ev_per_a": [[0.282, -2.467, 0.306], [1.197, -0.324, -0.283], [0.142, -1.439, 0.343], [-0.282, -0.081, 0.031], [0.837, -1.016, 0.050], [1.031, -1.407, -0.550], [-0.347, -0.038, -0.025], [-0.227, 0.147, 0.000], [-0.850, 0.423, -0.192], [-0.206, -0.024, -0.545], [-3.242, 2.673, -0.271], [0.569, 0.048, 0.052], [-0.292, -1.572, 0.843], [-0.137, -0.139, -0.525], [-0.864, 0.531, 0.861], [0.208, 0.096, -0.246], [-0.808, 1.640, -0.397], [0.382, -1.888, -1.231], [0.074, -0.118, 0.096], [0.076, -0.209, -0.157], [0.234, 0.429, 0.080], [0.205, 0.251, 0.321], [0.379, 0.285, 0.254], [-0.310, 0.948, 0.081], [1.947, 3.249, 1.104]],
  "gap_ev": [7.79, 6.61],
  "energy_ha": -3207.2984,
  "de_lowest_kcal_mol": 0.0,
  "s_squared": 3.779,
  "multiplicity": 4
}

Entry 3:
{
  "formula": "C11H10Cl3N4O6SSeW",
  "method": "ωB97M-V/def2-TZVPD",
  "species": ["W", "N", "C", "O", "C", "C", "H", "H", "H", "H", "H", "H", "Se", "N", "C", "C", "C", "C", "C", "C", "N", "H", "H", "H", "H", "O", "S", "O", "O", "O", "O", "Cl", "C", "Cl", "Cl", "C", "N"],
  "xyz": [[0.0086, -0.0341, 0.0248], [1.3202, -3.8187, 0.4497], [0.9781, -2.5881, 0.0421], [0.6337, -1.7091, 0.9395], [1.0202, -2.2205, -1.4365], [-0.2121, -1.2228, -1.7479], [1.2749, -4.0516, 1.4348], [1.6270, -4.5222, -0.2069], [1.0734, -3.0843, -2.1180], [1.9200, -1.5987, -1.5766], [-1.0891, -1.9031, -1.5887], [-0.1350, -0.7855, -2.6974], [-1.8442, 2.8330, -0.3256], [-0.6461, 1.6644, -0.9868], [-0.2585, 2.0610, -2.2204], [0.6672, 1.3821, -3.0564], [0.9574, 1.9124, -4.2970], [0.3461, 3.1154, -4.7342], [-0.5546, 3.7846, -3.9317], [-0.8603, 3.2510, -2.6646], [-1.7113, 3.8073, -1.8169], [1.1358, 0.4741, -2.7322], [1.6622, 1.4032, -4.9407], [0.5889, 3.5145, -5.7104], [-1.0187, 4.7009, -4.2703], [3.5497, 2.1677, -0.0879], [2.1236, 1.8777, -0.2549], [1.4056, 2.2780, 0.9711], [1.9259, 0.3869, -0.4832], [1.6225, 2.6474, -1.3972], [0.1889, 0.8777, 1.4828], [-4.4804, -2.6176, 1.9380], [-4.3841, -0.9896, 1.1974], [-5.4098, -0.9472, -0.2600], [-4.9616, 0.2228, 2.3676], [-3.0118, -0.6915, 0.8320], [-1.9084, -0.4510, 0.5389]],
  "forces_ev_per_a": [[-2.438, 3.457, 3.413], [-0.100, -0.167, 0.021], [0.015, 1.206, 1.290], [1.713, -4.253, -2.242], [-0.511, 1.006, -0.162], [-0.249, -3.812, 1.162], [0.050, 0.182, -0.298], [-0.139, 0.296, 0.151], [0.019, 0.002, 0.484], [0.032, -0.421, 0.157], [0.176, 0.695, -0.759], [-0.209, -0.077, -1.336], [0.935, 0.161, -1.272], [-0.600, -0.064, -1.861], [-0.860, -1.208, 1.245], [0.335, 0.240, -2.035], [-0.407, -0.878, 1.106], [-0.947, 0.815, 0.687], [1.043, -0.120, -1.623], [-1.169, 0.513, 0.947], [-0.528, 0.504, 0.311], [0.249, 0.226, 0.091], [0.063, 0.028, 0.043], [0.003, 0.020, -0.020], [-0.055, -0.004, 0.128], [-0.069, -1.295, -0.396], [3.425, 5.323, 2.469], [2.247, 1.982, -1.636], [-0.137, -1.277, -0.459], [1.027, 0.219, -0.158], [-3.023, -3.018, 0.814], [-0.312, -0.401, 0.203], [1.172, 0.606, -0.377], [-0.069, -0.140, -0.018], [0.030, -0.107, 0.039], [-0.963, 0.219, 0.083], [0.252, -0.458, -0.196]],
  "gap_ev": [5.07, 5.06],
  "energy_ha": -5342.8480,
  "charge": -1,
  "de_lowest_kcal_mol": 144.3
}

Entry 4:
{
  "formula": "C11H10Li4N2O3",
  "method": "ωB97M-V/def2-TZVPD",
  "species": ["Li", "Li", "Li", "Li", "C", "O", "O", "O", "N", "C", "C", "C", "C", "C", "H", "H", "H", "H", "H", "N", "C", "C", "C", "C", "C", "H", "H", "H", "H", "H"],
  "xyz": [[-28.0169, -4.5873, 31.6922], [-25.6589, -4.8874, 27.9225], [-27.4617, -2.3793, 28.8791], [-23.5975, -4.0687, 31.2079], [-25.8691, -4.3623, 30.3784], [-24.8723, -4.2705, 29.5826], [-25.5947, -4.4773, 31.6150], [-27.0560, -4.0656, 29.9472], [-23.0471, -2.4351, 32.1864], [-23.8901, -2.2095, 33.1928], [-24.1276, -0.9198, 33.6577], [-23.3087, 0.1241, 33.2387], [-22.3448, -0.1713, 32.2813], [-22.2678, -1.4338, 31.7435], [-24.4953, -3.0164, 33.5843], [-24.9269, -0.7583, 34.3690], [-23.4371, 1.1049, 33.6724], [-21.6566, 0.5914, 31.9380], [-21.5836, -1.7299, 30.9606], [-26.4547, -0.5854, 29.4033], [-25.2856, -0.6971, 28.7658], [-24.3049, 0.2804, 28.7324], [-24.4918, 1.4128, 29.5043], [-25.7198, 1.5331, 30.1648], [-26.6999, 0.5746, 30.0471], [-25.1025, -1.6043, 28.1958], [-23.4179, 0.2299, 28.1147], [-23.7695, 2.2157, 29.5184], [-25.8854, 2.4976, 30.6305], [-27.6988, 0.7379, 30.4237]],
  "forces_ev_per_a": [[0.903, 0.088, -0.263], [0.445, -0.018, 0.634], [0.277, 0.281, 0.844], [-0.402, -0.173, -0.012], [1.744, 2.181, 1.944], [0.174, -0.782, -2.019], [-1.560, -0.672, -0.326], [-1.386, -0.465, -0.502], [0.244, -0.630, -0.004], [-0.584, 1.171, -0.340], [0.237, -0.027, 0.366], [-0.301, -0.831, -0.075], [0.386, 0.810, -0.097], [-0.546, -0.683, 0.372], [0.147, -0.239, -0.192], [0.153, 0.027, 0.141], [0.124, 0.125, -0.156], [-0.035, -0.010, 0.008], [0.143, 0.363, -0.054], [-0.332, -0.244, -0.381], [0.366, 0.013, -0.274], [0.286, 0.435, 0.246], [-0.971, -0.519, -0.072], [0.629, 1.188, -0.261], [0.419, -0.408, -0.209], [-0.111, -0.119, 0.085], [-0.068, -0.472, -0.006], [0.032, -0.001, 0.086], [-0.419, -0.272, 0.313], [0.007, -0.118, 0.205]],
  "gap_ev": 8.28,
  "energy_ha": -790.2813,
  "charge": 2,
  "de_lowest_kcal_mol": 0.0
}

Entry 5:
{
  "formula": "C11H10N2",
  "method": "ωB97M-V/def2-TZVPD",
  "species": ["C", "C", "C", "C", "C", "C", "C", "C", "C", "C", "C", "N", "N", "H", "H", "H", "H", "H", "H", "H", "H", "H", "H"],
  "xyz": [[2.7615, -0.5844, -0.1275], [2.9157, 0.7462, -0.4007], [1.5547, -1.1618, 0.2214], [1.8498, 1.6092, -0.2377], [0.4916, -0.2757, 0.3717], [0.5801, 1.0686, 0.1764], [-2.4295, -0.4185, -1.1152], [-1.5331, -1.4624, -0.4404], [-0.9116, -0.8982, 0.8982], [-0.6187, 1.9021, 0.1420], [-1.7534, 0.2451, 1.4306], [-2.4702, 0.8346, -0.8115], [-1.7954, 1.1864, 0.3472], [3.4633, -1.3324, -0.0872], [3.8233, 1.1217, -0.7073], [1.4822, -2.2134, 0.3946], [1.6090, 2.4429, -0.8525], [-3.0681, -0.7248, -1.8869], [-2.1792, -2.3680, -0.3312], [-0.7404, -1.6816, -0.9921], [-0.6117, -1.6366, 1.6157], [-0.8037, 2.9837, 0.0037], [-1.6163, 0.6172, 2.3887]],
  "forces_ev_per_a": [[-1.328, -0.946, 0.657], [-1.371, 0.529, 0.657], [-0.695, 2.443, -0.230], [-2.402, -1.696, -0.655], [-2.125, -2.596, 2.134], [1.066, 2.426, -0.663], [1.606, 1.251, 1.801], [-4.509, 0.920, 3.357], [0.433, 0.913, -1.278], [-0.659, -0.377, 0.903], [1.477, -0.849, -4.062], [-0.702, -1.359, -0.974], [-0.509, -0.034, 1.865], [2.658, -0.881, -0.472], [1.956, 0.688, -0.814], [-0.193, -0.439, 0.141], [1.225, 1.536, 0.112], [-0.647, -0.371, -1.274], [0.655, 0.458, 0.253], [3.057, -1.183, -2.990], [-0.288, -0.648, 0.316], [1.052, -0.688, -0.335], [0.241, 0.904, 1.549]],
  "gap_ev": [7.35, 7.37],
  "energy_ha": -534.4618,
  "de_lowest_kcal_mol": 141.3
}

Entry 6:
{
  "formula": "C11H10O3S",
  "method": "ωB97M-V/def2-TZVPD",
  "species": ["C", "C", "C", "C", "C", "C", "C", "C", "C", "C", "C", "O", "O", "O", "S", "H", "H", "H", "H", "H", "H", "H", "H", "H", "H"],
  "xyz": [[2.3970, -1.9404, -1.3914], [2.4788, -0.5557, -1.3745], [1.2169, -2.5328, -0.8096], [1.4878, 0.1755, -0.7764], [0.2436, -1.7482, -0.2007], [0.4644, -0.3613, -0.0500], [-1.1559, -0.0492, 2.9286], [0.0198, 0.6008, 2.6469], [-1.6654, -0.2911, 1.5715], [-0.5798, 0.3331, 0.6967], [-1.7362, 1.5756, -1.5107], [-2.6748, -0.7196, 1.0731], [0.2180, 2.8339, -0.1337], [-1.9688, 2.4929, 1.0079], [-0.9764, 2.0259, 0.1152], [3.1940, -2.4346, -1.8494], [3.0666, 0.0592, -1.8712], [1.1385, -3.6017, -0.7745], [1.7477, 1.1456, -0.7285], [-0.6822, -2.2208, 0.1109], [-1.6047, -0.2087, 3.9125], [0.8928, 1.1053, 3.1167], [-2.7652, 1.2475, -1.5807], [-1.6041, 2.3369, -2.2728], [-1.1526, 0.7317, -1.8558]],
  "forces_ev_per_a": [[-2.140, 0.969, 1.166], [-3.573, -3.162, 1.430], [1.730, 0.850, -0.409], [0.268, -1.336, 1.133], [0.934, -0.285, -0.365], [-2.066, -2.268, -0.730], [2.041, 1.285, 0.321], [-2.389, -0.935, -2.705], [-0.736, 0.157, -1.265], [3.063, 2.743, 3.633], [0.838, -0.014, -0.247], [0.042, -0.302, 0.814], [-1.311, -1.275, 0.234], [-1.026, 0.815, 0.910], [0.543, -0.670, -1.785], [0.795, -1.386, -0.548], [3.716, 1.871, -2.336], [-0.203, -0.359, -0.257], [-0.014, 3.531, 0.195], [0.181, 0.114, 0.307], [0.027, -0.262, -0.455], [-0.983, -0.515, -0.356], [-0.304, 0.144, 1.027], [0.237, 0.506, 0.336], [0.332, -0.217, -0.049]],
  "gap_ev": 8.87,
  "energy_ha": -1048.8933,
  "de_lowest_kcal_mol": 66.2
}